Entry 1:
17
Properties=species:S:1:pos:R:3:forces:R:3 method="wB97M-V/def2-TZVPD" total_energy_ha=-346.4512 charge=+1 spin_multiplicity=2 s2=0.786 homo_lumo_gap_ev="6.5 / 6.7" relative_energy_kj_mol=548.30 e_homo_ev="-14.80 / -14.83"
H 0.766293 -0.247405 1.768589 -0.65 1.66 -0.38
C 0.370228 1.385193 1.559657 0.50 -2.47 0.30
H 1.159868 -2.151722 -1.152458 -0.24 0.23 1.14
H -0.401997 0.980402 2.313354 0.47 0.50 -0.31
C -1.233430 0.271058 -0.026540 -1.11 1.73 -3.48
O 1.485090 1.804413 1.926362 -0.50 0.66 -0.42
H -0.234668 2.231298 -0.464921 0.41 -0.01 -0.12
H -2.163555 0.074680 0.578826 1.08 0.95 0.17
H 1.323971 0.234503 -2.221813 -0.20 -0.47 -0.13
C -0.284247 1.393789 0.223412 -1.01 -1.47 2.58
C -0.592877 -1.131567 -0.139907 1.70 -0.99 -1.25
H -1.215884 -1.778864 -0.824443 0.11 0.57 1.43
C 0.806058 -1.135788 -0.897073 0.37 0.74 0.19
H 1.552244 -0.521645 -0.321182 -0.35 -1.11 -0.10
H -0.443934 -1.491886 0.915298 -0.33 -0.30 -1.09
H -1.635283 0.624637 -1.056334 0.29 -1.26 1.48
O 0.742122 -0.541096 -2.180826 -0.55 1.04 -0.01

---

Entry 2:
18
Properties=species:S:1:pos:R:3:forces:R:3 method="wB97M-V/def2-TZVPD" smiles=C[C@@H](O)[C@@H]1CSCO1 total_energy_ha=-745.0559 charge=0 spin_multiplicity=1 homo_lumo_gap_ev=9.7 relative_energy_kj_mol=355.74 e_homo_ev=-8.98
C 1.061735 -1.337428 -0.962185 -5.18 3.03 2.97
H -1.230271 1.101192 -1.814588 -0.37 0.81 1.58
C -1.536604 1.340884 -0.728747 1.89 -2.50 -0.80
O 2.271712 0.816914 -0.064066 -4.09 1.19 0.18
H -0.780624 -1.512373 0.866372 -0.08 -0.86 0.82
C 1.203068 -0.281266 0.320034 7.47 -2.35 -4.69
H 1.783363 -0.916735 1.037004 -0.72 0.81 -0.06
C 0.091187 0.335543 0.881002 -3.84 3.99 1.19
C -1.165515 -0.537141 1.097647 1.34 -0.75 2.24
H 0.512655 0.969500 1.676108 -0.52 -1.05 0.91
H 0.416740 -0.714358 -1.722215 1.39 -1.59 1.02
H 0.238121 -1.986084 -0.304392 2.55 0.34 -2.83
H 1.674727 1.693318 -0.268018 2.04 -3.28 0.65
O -0.352829 1.524250 0.116579 -1.94 -0.21 -1.48
H -1.611948 -0.575358 2.138869 0.61 0.52 -1.23
S -2.294896 -0.331436 -0.197320 -0.83 1.93 -1.26
H -2.243324 2.157338 -0.687258 0.16 0.24 0.39
H 1.962696 -1.746756 -1.384822 0.11 -0.28 0.40

---

Entry 3:
18
Properties=species:S:1:pos:R:3:forces:R:3 method="wB97M-V/def2-TZVPD" smiles=C[C@@H](O)[C@@H]1CSCO1 total_energy_ha=-745.1477 charge=0 spin_multiplicity=1 homo_lumo_gap_ev=9.7 relative_energy_kj_mol=114.83 e_homo_ev=-8.95
H -1.851175 0.052142 -1.300125 0.25 0.16 -0.02
C -0.188846 1.032662 -0.910987 -0.79 -0.65 -0.19
H -1.005167 -2.285209 1.647486 0.80 0.13 -0.86
C -0.501110 0.576314 0.543596 -0.57 0.70 -1.31
C 0.623303 0.430661 1.538917 -0.68 1.28 1.98
H 0.117193 2.094882 -0.896649 -0.55 -0.30 -0.15
H 1.782454 0.406861 -0.970930 0.72 -0.24 0.01
C -0.384780 -1.774216 0.860526 -1.12 -1.54 -1.03
O -1.439961 0.860571 -1.643692 0.86 0.77 0.40
S 1.215274 -1.237188 1.535077 -0.07 -0.42 -0.45
H -1.250637 1.308080 0.862169 0.13 -0.11 0.39
O -1.198774 -0.664221 0.436968 1.12 -0.60 0.80
H 1.418216 1.150561 1.430931 0.44 0.13 -0.60
H -0.183761 -2.463910 -0.061852 -0.44 1.03 1.78
H 0.242560 0.687326 2.565665 0.05 -0.39 -0.85
C 0.897675 0.209644 -1.552044 -0.16 0.09 -0.03
H 1.078030 0.456244 -2.601478 -0.15 0.13 0.19
H 0.629506 -0.841203 -1.483578 0.16 -0.16 -0.06

---

Entry 4:
18
Properties=species:S:1:pos:R:3:forces:R:3 method="wB97M-V/def2-TZVPD" total_energy_ha=-422.0196 charge=0 spin_multiplicity=1 homo_lumo_gap_ev=5.5 relative_energy_kj_mol=622.06 e_homo_ev=-9.26
H -0.307232 -1.316362 -1.002073 -0.95 -0.32 -0.21
O -3.058136 -0.949764 -0.756044 3.92 1.06 2.07
H 1.207850 1.616928 0.440099 -1.86 1.44 1.34
O -2.140862 0.609979 0.663035 1.35 -2.74 -1.21
H 1.068175 -0.476868 -1.640035 -0.03 0.92 -0.36
C 0.366891 -1.080533 0.949724 -2.90 -3.77 -3.04
H 0.397614 -1.675529 1.861778 -0.30 0.96 0.42
H 2.530896 -0.755799 1.010189 -1.41 0.76 -0.13
H -1.506483 2.413419 -1.179918 0.61 -0.57 -0.03
H -0.167082 2.136565 1.209970 -0.44 -0.83 -0.46
H -0.991735 1.860105 -1.059450 -0.58 0.76 -0.26
C 1.571272 -0.640342 0.425432 3.25 1.39 -1.55
C 1.779537 -0.171846 -0.888209 0.44 -1.36 2.15
O 0.739182 2.326845 0.976366 2.15 -0.37 -0.72
H -1.359618 -2.333560 0.209204 1.15 0.65 -0.14
H 2.757514 0.287938 -1.156533 -0.96 -0.53 0.08
C -2.112213 -0.443823 -0.034544 -5.46 2.08 -0.73
C -0.775569 -1.407351 -0.028993 2.03 0.48 2.78

---

Entry 5:
19
Properties=species:S:1:pos:R:3:forces:R:3 method="wB97M-V/def2-TZVPD" total_energy_ha=-820.3885 charge=0 spin_multiplicity=1 homo_lumo_gap_ev=9.5 relative_energy_kj_mol=91.55 e_homo_ev=-8.97
H 0.519962 -2.179380 1.589910 0.00 -1.01 0.36
H 2.008191 -0.559282 0.819993 -0.08 0.14 -0.32
H -0.268631 1.667069 -1.353563 0.47 0.04 0.64
H 0.401044 3.329550 -1.229498 0.79 -1.97 0.86
C -0.146581 -0.374634 0.879616 -0.22 0.80 -1.61
H -0.826704 -2.367254 0.426605 0.20 -0.95 -1.18
S 1.495553 1.745005 0.457607 1.00 0.47 -2.76
C -1.936089 -1.376781 -1.466516 -1.05 0.65 -0.01
H 1.326500 1.999760 -1.925107 1.02 -0.36 -0.91
O -1.051922 -1.890478 -1.965409 1.95 -1.19 -1.01
C -0.437351 -1.830454 1.242456 1.91 1.80 -0.84
O -2.834648 -0.829614 -1.009049 -1.13 0.48 0.65
H -0.057726 0.298791 1.744644 -1.18 -0.38 0.05
O 0.665546 2.381196 1.463887 -1.04 0.05 1.83
H -0.882912 -0.012113 0.103414 0.38 0.12 1.52
H 1.334131 -0.254004 -0.842225 -0.08 -0.09 0.69
C 0.676767 2.198184 -1.117575 -1.60 1.80 -0.32
C 1.208364 -0.065299 0.244963 0.11 -0.33 0.22
H -1.193494 -1.880262 1.935846 -1.44 -0.08 2.14

---

Entry 6:
19
Properties=species:S:1:pos:R:3:forces:R:3 method="wB97M-V/def2-TZVPD" smiles="O=C1OCC[C@@H]1CO.O" total_energy_ha=-497.4855 charge=0 spin_multiplicity=1 homo_lumo_gap_ev=11.2 relative_energy_kj_mol=59.95 e_homo_ev=-10.40
H -0.206811 -0.732786 -1.153360 -0.12 0.05 0.22
H -1.018759 1.999450 1.706641 0.13 -0.01 -0.22
C 0.873868 0.099641 0.483976 0.59 -1.27 0.86
C -1.212890 1.005121 -0.250043 -0.16 0.03 -0.12
C -0.494267 1.925344 0.745103 -0.08 0.17 0.06
H -2.157635 -1.492470 0.326130 0.25 -0.04 0.06
H 0.402478 -2.581366 0.852361 0.07 0.13 -0.01
O 2.712353 0.135514 -2.026915 0.08 -0.91 0.57
H -2.270408 0.881030 0.015593 0.23 0.03 -0.10
C -0.431886 -0.308650 -0.166907 0.11 0.11 -0.49
H -1.167680 -1.057207 1.735951 -0.03 -0.04 -0.20
O 1.834034 -0.617608 0.705444 -0.82 0.57 -0.48
H -1.161835 1.416870 -1.263476 -0.02 -0.07 0.22
H -0.315793 2.933293 0.354451 -0.05 -0.25 0.12
H 2.868057 -0.628000 -1.419858 -0.22 0.94 -0.51
C -1.124343 -1.385144 0.681345 -0.05 0.11 0.12
H 2.600856 -0.266761 -2.893296 0.05 0.01 -0.05
O 0.787052 1.322973 0.999737 0.09 0.45 -0.06
O -0.516392 -2.649245 0.567123 -0.06 -0.02 0.00

---

Entry 7:
17
Properties=species:S:1:pos:R:3:forces:R:3 method="wB97M-V/def2-TZVPD" smiles="C=C(C)C.O=CS" total_energy_ha=-669.8445 charge=0 spin_multiplicity=1 homo_lumo_gap_ev=10.0 relative_energy_kj_mol=241.33 e_homo_ev=-9.37
S -2.915367 -0.829187 -0.009642 -0.81 -0.69 0.09
H 0.963899 2.062595 -0.183590 0.79 -1.99 -0.92
H 0.922031 0.930699 -1.530464 -0.23 -0.35 -2.81
H -0.128460 -1.485192 -1.127529 -0.55 0.56 -2.22
C 0.487060 0.023970 0.313376 0.80 0.55 0.16
C 1.254094 0.970709 -0.566202 -3.80 4.03 3.96
H 1.679042 -1.552394 -0.622616 -2.35 0.28 0.21
H 0.155770 -2.073030 0.264791 0.21 -1.21 1.45
H 0.063899 1.312012 1.952195 0.39 2.68 0.38
H -1.358433 0.458460 -1.071655 2.13 -0.73 -1.94
C -2.137039 0.662123 -0.439792 -1.48 2.36 1.51
H 2.235273 0.858066 -0.354234 3.36 -0.46 -0.12
O -2.341975 1.806613 -0.103254 -0.68 -0.94 -0.09
H -0.460874 -0.265736 2.115582 -1.57 -2.59 1.85
C 0.558407 -1.322776 -0.356972 2.02 -0.26 1.72
C 0.002956 0.392660 1.512993 1.54 -1.43 -3.34
H -4.095609 -0.368732 0.442827 0.23 0.19 0.12

---

Entry 8:
17
Properties=species:S:1:pos:R:3:forces:R:3 method="wB97M-V/def2-TZVPD" smiles=CSC[C@]1(C)CO1 total_energy_ha=-669.8254 charge=0 spin_multiplicity=1 homo_lumo_gap_ev=9.4 relative_energy_kj_mol=291.53 e_homo_ev=-8.49
H 1.675533 -1.176322 -1.630583 -0.83 0.86 1.93
H -0.377677 1.570765 1.427528 0.51 0.74 -0.24
C -0.346167 0.590203 0.988460 0.95 -2.19 0.09
C 1.064826 0.272022 0.079695 -2.82 -0.86 2.88
H 1.604244 1.636038 -1.315120 -0.04 0.94 -1.59
H -3.673251 -0.643106 -0.553175 2.01 -1.66 0.81
S -1.777595 0.606177 -0.124979 -0.38 -0.17 -0.09
H 0.487326 -1.886230 -0.522726 -1.22 -0.10 0.61
C 1.096476 -1.021475 -0.618938 2.79 0.12 -2.08
H 2.852925 1.307335 -0.146452 1.00 -0.36 -0.16
H -0.555680 -0.040606 1.955633 0.76 0.44 -2.12
O 1.930895 -0.739041 0.532879 -0.40 -0.90 0.10
H 1.567728 2.281653 0.303026 -0.69 1.59 0.79
H -2.064210 -1.816396 -0.750791 -1.24 1.13 0.43
H -2.656037 -1.363010 0.813476 -0.69 -1.28 3.73
C -2.646597 -1.052262 -0.134281 0.43 2.40 -4.67
C 1.817269 1.474250 -0.303655 -0.16 -0.70 -0.42